Molecular formula: C46H55BrF5N3NiO6PSSi
Method: DFT, wB97M-V/def2-TZVPD

## Properties
ΔE to the lowest compared entry with this formula, charge and spin ... 0.0 kJ/mol
Total charge ... +1
Total energy ... -218025.515 eV
Gap between HOMO and LUMO (spin up / spin down) ... 5.588 / 5.587 eV
HOMO energy (spin up / spin down) ... -9.04 / -9.03 eV

Last column: Mulliken charge in e.
Cartesian coordinates (Å):
Ni: 0.85672 -1.56274 -0.64486  0.404
F: 6.83135 -0.49688 3.23450  -0.293
C: 5.58829 -0.78491 2.85827  0.452
C: 4.57895 -0.87047 3.79567  0.387
F: 4.83997 -0.67283 5.08666  -0.291
C: 3.29598 -1.17021 3.37628  0.140
F: 2.36927 -1.29443 4.33314  -0.399
C: 2.96434 -1.35730 2.03750  0.120
P: 1.22449 -1.78319 1.58686  -0.616
C: 1.09284 -3.35598 2.48062  1.791
C: 1.70738 -4.46434 1.89558  -0.937
C: 1.71012 -5.68314 2.55113  -0.881
C: 1.09362 -5.80536 3.79171  -0.575
C: 0.48668 -4.70567 4.37643  -0.622
C: 0.49051 -3.47741 3.72663  -0.241
C: 0.19084 -0.57282 2.46754  0.975
C: 0.65862 0.62815 2.99111  -1.034
C: -0.21408 1.52104 3.59716  -0.259
C: -1.56114 1.20769 3.70629  -1.125
C: -2.03434 0.01399 3.18230  -0.599
C: -1.17369 -0.86589 2.53923  0.571
C: 4.01827 -1.33365 1.11742  -0.545
Br: 3.83025 -1.83955 -0.68779  -0.113
C: 5.30416 -1.03327 1.53023  0.474
F: 6.31561 -0.99562 0.66095  -0.327
H: 2.16351 -4.37704 0.91589  0.427
H: 2.18022 -6.54150 2.08919  0.462
H: 1.08678 -6.76144 4.29982  0.401
H: 0.00748 -4.79888 5.34283  0.453
H: 0.02834 -2.61782 4.19576  0.430
H: 1.71204 0.87438 2.93457  0.327
H: 0.16522 2.45194 4.00197  0.468
H: -2.24035 1.89154 4.20026  0.405
H: -3.08487 -0.23377 3.26705  0.463
H: -1.56350 -1.78114 2.10378  -0.299
C: 2.81799 4.61383 -4.60056  -1.069
C: 1.37884 4.21958 -4.30559  -1.016
N: 1.28010 3.22474 -3.23254  0.252
C: 1.15610 1.92275 -3.56108  0.061
C: 1.11735 0.88305 -2.68310  -0.029
C: 0.97088 -0.49501 -3.31506  -0.113
O: 0.92558 -0.52940 -4.53851  -0.772
O: 0.93788 -1.49898 -2.53297  -0.764
C: 1.24076 1.14454 -1.29585  0.301
O: 1.22676 0.29678 -0.37656  0.673
C: 1.36221 2.55952 -0.93040  0.457
C: 1.42155 2.90621 0.41987  0.410
C: 1.50971 4.21736 0.79148  0.211
F: 1.50709 4.52969 2.10778  -0.384
C: 1.57864 5.24414 -0.15287  -1.606
C: 1.51953 4.90452 -1.49090  -0.727
C: 1.38459 3.57246 -1.90051  0.305
N: 1.69939 6.61503 0.20158  0.605
C: 2.37925 6.98675 1.43554  -0.646
C: 2.63751 8.50424 1.38888  -0.832
N: 2.59606 8.94214 -0.04590  -0.157
C: 1.19969 8.83551 -0.60451  -0.734
C: 0.59629 7.51689 -0.09560  -0.718
H: 2.84655 5.35320 -5.40120  0.405
H: 3.38890 3.74244 -4.92168  0.343
H: 3.31159 5.03346 -3.72174  0.309
H: 0.92613 3.77493 -5.18813  0.495
H: 0.76554 5.08017 -4.04234  0.437
H: 1.07520 1.67718 -4.61420  0.584
H: 1.35398 2.12132 1.16199  -0.229
H: 1.60280 5.70003 -2.21859  0.589
H: 3.31737 6.43542 1.49722  0.516
H: 1.80617 6.77000 2.33867  0.411
H: 3.60107 8.77059 1.81407  0.400
H: 1.86296 9.06595 1.90606  0.359
H: 3.19437 8.31009 -0.58218  0.359
H: 2.95320 9.89133 -0.15308  0.333
H: 1.28922 8.85313 -1.68815  0.440
H: 0.64048 9.70868 -0.27666  0.367
H: -0.04511 7.08531 -0.85805  0.442
H: -0.02457 7.69759 0.78983  0.332
C: -4.01948 -0.85359 -0.25752  -1.382
C: -2.78701 -0.49277 -1.08509  1.808
C: -2.21785 0.85489 -0.65025  -1.515
C: -3.15104 -0.44596 -2.56453  -1.339
O: -1.74091 -1.44907 -0.90387  0.492
Si: -1.77752 -3.09047 -0.74991  0.037
S: 0.22614 -3.68881 -0.79388  -0.895
O: -2.52996 -3.31079 0.70223  0.958
C: -3.05375 -4.51197 1.29405  1.903
C: -4.36484 -4.88608 0.60792  -1.531
C: -3.32585 -4.16013 2.75052  -1.732
C: -2.04428 -5.64830 1.19979  -1.339
O: -2.75570 -3.78427 -1.86350  -0.283
C: -2.46444 -4.41486 -3.12813  1.901
C: -3.80273 -4.49588 -3.85132  -1.699
C: -1.92867 -5.81497 -2.86221  -1.672
C: -1.46768 -3.59411 -3.93689  -1.405
H: -4.78004 -0.08014 -0.37370  0.540
H: -3.76693 -0.95420 0.79875  0.047
H: -4.43922 -1.80548 -0.59880  0.230
H: -2.97654 1.63581 -0.72652  0.543
H: -1.38480 1.11774 -1.30680  0.163
H: -1.85634 0.80552 0.37792  0.156
H: -3.90083 0.32615 -2.75004  0.408
H: -3.55520 -1.41137 -2.87351  0.032
H: -2.26215 -0.22509 -3.16049  0.207
H: -5.07342 -4.05689 0.67691  0.313
H: -4.80518 -5.75749 1.09590  0.502
H: -4.19815 -5.11109 -0.44503  0.086
H: -4.02279 -3.32053 2.80585  0.276
H: -2.39780 -3.88667 3.25423  0.198
H: -3.76487 -5.01208 3.27423  0.491
H: -1.85119 -5.91122 0.15615  0.017
H: -2.43246 -6.53353 1.70745  0.620
H: -1.09731 -5.35974 1.66129  0.099
H: -4.52679 -5.04968 -3.25090  0.325
H: -3.68304 -5.00230 -4.81177  0.430
H: -4.19792 -3.49434 -4.03455  0.319
H: -2.64939 -6.38846 -2.27415  0.361
H: -0.98309 -5.76565 -2.31946  0.174
H: -1.75646 -6.33835 -3.80485  0.521
H: -1.87074 -2.60291 -4.14958  0.163
H: -1.27509 -4.09255 -4.88940  0.636
H: -0.51617 -3.47694 -3.41258  0.242

---

Molecular formula: C46H55CoGe2N4O5S
Method: DFT, wB97M-V/def2-TZVPD

## Properties
Total energy ... -226288.315 eV
Gap between HOMO and LUMO (spin up / spin down) ... 6.169 / 6.170 eV
HOMO energy (spin up / spin down) ... -7.22 / -7.23 eV

Last column: Mulliken charge in e.
Cartesian coordinates (Å):
Co: 0.36375 -0.29694 1.22271  -0.616
C: 0.43357 -1.41455 5.23395  -1.713
C: 0.12238 -0.58359 4.01914  0.372
O: 0.54933 -1.10559 2.91788  0.064
C: -0.55767 0.60393 4.14787  -1.082
C: -0.90523 1.47786 3.07652  0.861
C: -1.63260 2.75071 3.38915  -1.717
N: -0.54813 1.21215 1.85702  1.899
N: -0.79552 2.17817 0.87980  -1.230
C: -0.24734 1.80070 -0.23606  -0.389
O: 0.34694 0.66340 -0.42557  1.637
C: -0.23432 2.77428 -1.36081  0.085
C: -1.36172 3.51279 -1.70095  -0.386
C: -1.31658 4.39775 -2.76813  -0.903
C: -0.14178 4.56371 -3.48963  -0.678
C: 0.99244 3.84459 -3.13739  -0.756
C: 0.94414 2.94967 -2.07916  -0.049
H: 1.51208 -1.42079 5.40495  0.330
H: 0.12209 -2.44427 5.05219  0.242
H: -0.06206 -1.03697 6.12588  0.420
H: -0.89306 0.88628 5.13503  0.356
H: -2.10495 2.67926 4.36646  0.523
H: -2.37832 2.96211 2.62756  0.339
H: -0.93373 3.59190 3.39248  0.119
H: -2.27131 3.37899 -1.13049  0.430
H: -2.20147 4.95960 -3.03864  0.432
H: -0.10844 5.25792 -4.31950  0.419
H: 1.91532 3.98188 -3.68769  0.449
H: 1.82029 2.37675 -1.79880  0.502
O: 3.45271 6.71157 2.45552  -0.486
C: 4.24486 5.79621 1.85937  0.606
O: 5.29356 6.12860 1.38543  -0.554
C: 3.74885 4.38207 1.82265  1.016
C: 2.72634 3.90199 2.63701  -1.191
C: 2.29940 2.59003 2.53732  -0.119
C: 2.90724 1.74145 1.61944  -0.400
C: 3.93962 2.21006 0.80815  -0.205
C: 4.36153 3.52185 0.91828  -1.208
N: 2.41190 0.43239 1.45357  0.370
C: 3.21081 -0.54400 1.31757  -1.242
C: 2.69542 -1.81730 0.79830  0.876
C: 3.54734 -2.86324 0.50045  -1.046
C: 3.05060 -3.94229 -0.22323  -1.041
C: 1.73614 -3.91408 -0.63595  -0.870
C: 0.93756 -2.83743 -0.26634  -0.926
N: 1.39252 -1.82133 0.45320  2.319
H: 2.60150 6.32458 2.68936  0.289
H: 2.24737 4.53145 3.37848  0.330
H: 1.51009 2.21100 3.16939  0.233
H: 4.37474 1.56174 0.05781  0.447
H: 5.15614 3.90624 0.29383  0.460
H: 4.28672 -0.45337 1.47309  0.676
H: 4.58523 -2.81511 0.80123  0.587
H: 3.69386 -4.77317 -0.47976  0.481
H: 1.31029 -4.70138 -1.24047  0.580
H: -0.09846 -2.79517 -0.56832  0.275
C: 4.85449 0.24695 -4.49879  -1.373
C: 3.72797 -0.71914 -4.15183  -0.217
C: 2.71045 -0.06042 -3.23466  -0.540
S: 1.23965 -1.12818 -2.95334  0.930
O: 1.42738 -2.36919 -3.76960  -0.792
C: 0.03068 -0.09779 -3.81519  0.519
C: 0.22212 -0.07034 -5.32318  -0.410
C: -1.03724 0.42899 -6.02253  -1.417
H: 5.59276 -0.22547 -5.14726  0.418
H: 5.37365 0.59457 -3.60249  0.284
H: 4.46897 1.12711 -5.01803  0.336
H: 4.12911 -1.61365 -3.67185  0.353
H: 3.22764 -1.06984 -5.05508  0.337
H: 2.37917 0.89673 -3.64012  0.074
H: 3.13248 0.12951 -2.24393  0.053
H: 0.10080 0.89209 -3.36224  -0.338
H: -0.93952 -0.51428 -3.54778  -0.176
H: 0.47815 -1.07536 -5.66540  0.364
H: 1.06567 0.57886 -5.57648  0.218
H: -1.87160 -0.25308 -5.84536  0.346
H: -0.88980 0.50180 -7.10060  0.404
H: -1.33035 1.41543 -5.65575  0.305
C: -2.20907 -2.76044 -2.31921  -1.372
Ge: -2.91873 -1.46674 -1.01509  2.059
C: -4.78025 -2.04398 -0.72489  -1.452
C: -3.06456 0.33358 -1.80273  -0.954
Ge: -1.71092 -1.41881 1.11664  -0.277
C: -1.59685 -3.30902 1.71154  0.552
C: -2.73369 -4.09876 1.52450  -0.921
C: -2.77255 -5.42496 1.93127  -0.739
C: -1.66491 -5.99520 2.54299  -0.691
C: -0.52990 -5.22494 2.74795  -1.140
C: -0.49739 -3.89764 2.33606  0.014
C: -3.07040 -0.66520 2.32492  -0.243
C: -3.78232 0.47484 1.95213  0.024
C: -4.75514 1.01780 2.77987  -0.713
C: -5.03220 0.42484 4.00428  -0.703
C: -4.33185 -0.70913 4.39150  -0.705
C: -3.36190 -1.24815 3.55685  -0.078
H: -2.81754 -2.71462 -3.22546  0.427
H: -2.31016 -3.76443 -1.90062  0.448
H: -1.16835 -2.61940 -2.61020  0.318
H: -5.37894 -1.71673 -1.57769  0.479
H: -5.20001 -1.60450 0.18045  0.361
H: -4.85336 -3.12976 -0.65790  0.417
H: -3.14258 0.27393 -2.88988  0.568
H: -2.21749 0.96374 -1.55184  -0.133
H: -3.97426 0.80755 -1.42893  0.501
H: -3.61817 -3.66969 1.06505  0.263
H: -3.66960 -6.01117 1.77335  0.434
H: -1.69004 -7.02899 2.86396  0.365
H: 0.33643 -5.65618 3.23583  0.450
H: 0.39010 -3.30776 2.52733  0.759
H: -3.56260 0.96428 1.00694  0.182
H: -5.29533 1.90459 2.47026  0.446
H: -5.79183 0.84366 4.65259  0.376
H: -4.54243 -1.17597 5.34612  0.419
H: -2.82577 -2.13706 3.87236  0.359